(1)
Density functional theory data (ωB97M-V/def2-TZVPD) for 6 unconnected molecules or ions with the total composition C16H35Cl10N at a distorted geometry.

```
62
Properties=species:S:1:pos:R:3:forces:R:3
C -41.69839 10.85003 28.64170 1.86 -1.22 -3.34
C -41.63457 10.10031 27.30084 -1.56 4.51 1.79
N -42.82471 10.19598 26.50269 -2.22 -3.08 1.53
C -43.48843 11.38353 26.15912 -2.70 -1.54 4.13
C -42.61803 12.36789 25.74841 1.67 7.28 -2.49
C -42.75280 9.24870 25.48296 0.00 -0.04 1.81
C -44.19858 8.70970 25.13942 2.97 -3.08 -0.25
H -40.84621 10.79808 29.21590 2.03 -0.70 1.23
H -42.49464 10.54711 29.12800 -3.78 -2.39 2.88
H -41.91155 11.81642 28.61496 -0.59 4.74 -1.00
H -41.34362 9.18510 27.67149 0.20 -2.70 -0.49
H -40.99355 10.57190 26.64193 3.16 0.58 -0.70
H -43.94000 11.65482 27.13112 0.05 0.64 0.09
H -44.43437 11.44187 25.57059 0.88 -1.37 -0.18
H -41.54696 12.49031 25.96324 -0.55 -0.50 1.02
H -43.20284 13.31195 25.99809 1.35 -0.29 0.26
H -42.60058 12.60275 24.70193 0.02 -0.77 -1.25
H -41.71380 8.84822 25.82459 -2.56 -2.38 -1.06
H -42.31437 9.70355 24.67267 0.33 1.35 -3.23
H -44.79399 8.28010 25.99110 1.50 -0.42 -0.56
H -43.70040 7.96340 24.37233 -2.67 0.65 0.91
H -44.97523 9.37060 24.79888 0.67 0.99 -1.13
Cl -45.52111 7.41160 29.23471 -0.08 -1.20 0.56
C -45.31585 9.00290 28.66200 0.94 4.52 0.32
C -45.76751 10.13755 29.65590 -2.85 -3.09 -0.80
Cl -47.62491 10.13373 29.61760 0.04 -0.02 0.22
H -46.00058 9.18378 27.79307 1.43 -0.36 0.21
H -44.20839 9.35597 28.62914 -1.63 -1.45 -1.13
H -45.63393 11.12614 29.32984 1.23 1.05 -0.19
H -45.59991 9.82662 30.65902 0.80 0.49 0.82
Cl -40.70926 6.06129 24.54212 -0.45 0.05 -0.32
C -41.70672 4.55459 24.45785 1.56 -0.28 3.45
C -43.16298 4.68762 24.65524 1.65 -1.62 2.71
Cl -43.52170 5.58222 26.07703 -0.44 1.02 1.66
H -41.38463 4.02539 25.48301 -0.07 0.43 -2.92
H -41.50802 4.14634 23.49237 0.49 -0.91 -0.21
H -43.50859 3.70208 24.91527 -0.39 -0.53 -0.67
H -43.62933 5.10989 23.89587 -2.37 1.73 -3.59
Cl -47.31926 5.16541 24.84266 -0.06 0.93 0.67
C -47.25962 6.71422 25.93091 -2.03 -1.39 -2.30
C -47.83891 7.88932 25.08648 1.16 -1.06 -2.49
Cl -48.24616 9.10847 26.16791 -0.42 2.69 2.20
H -46.24585 6.70133 26.18319 1.50 0.76 0.29
H -47.85518 6.47229 26.80730 -0.22 0.19 -0.18
H -48.83265 7.71223 24.57347 1.61 -0.77 0.29
H -47.07519 8.35482 24.31199 -1.47 -1.44 1.46
Cl -50.04778 9.31370 20.08235 -0.52 0.06 0.67
C -50.64137 9.41982 21.78068 -1.18 0.20 1.58
C -51.61113 8.24042 22.19518 1.89 -0.83 -3.92
Cl -50.44235 6.78422 22.48757 -1.53 1.07 0.09
H -51.14297 10.44679 21.99685 1.05 -1.78 -0.61
H -49.75632 9.23206 22.41812 -0.42 0.80 -0.40
H -52.25532 7.95007 21.32036 0.99 0.07 0.51
H -52.34942 8.38691 22.91599 -0.28 0.41 2.10
Cl -52.03246 4.61851 30.20663 1.02 0.36 -0.20
C -50.36304 5.32644 30.53686 -0.36 0.33 -5.75
C -50.15634 6.73908 29.94455 -2.12 -1.67 0.71
Cl -50.43935 6.90568 28.22406 0.05 -0.15 -0.17
H -49.55805 4.73307 30.09175 -0.60 -0.58 0.28
H -50.37522 5.32258 31.51901 0.56 0.24 4.75
H -49.21686 7.05440 30.20365 2.75 0.53 0.15
H -50.76648 7.40394 30.48657 -1.26 0.95 0.23
```
Forces are in eV/Å.

Calculated values
relative energy (zero: lowest compared OMol25 entry of this formula, charge and spin): 109.3 kJ/mol
Kohn-Sham gap: 8.3 eV
E_tot: -5287.0115 Ha

Here are the Mulliken charges for atoms 1 to 5, given in e: -2.173, -1.003, 0.664, -0.135, -1.546

---

(2)
Density functional theory data (ωB97M-V/def2-TZVPD) for C17H24ClN3O2 in the gas phase.

```
47
Properties=species:S:1:pos:R:3:forces:R:3
C -4.18580 -0.75737 -1.83646 0.16 0.20 0.19
C -3.44898 -0.32442 -0.56299 -0.37 -0.25 -0.44
C -2.06463 0.21143 -0.96090 -0.22 0.25 0.03
O -1.49439 -0.24715 -1.94434 -0.11 -0.19 -0.35
N -1.48738 1.16408 -0.20493 0.22 0.11 -0.01
C -1.96390 1.73368 1.03406 -0.39 0.21 0.25
C -2.04973 3.25691 0.92188 0.19 -0.11 0.15
C -0.69163 3.83590 0.53967 -0.21 0.08 -0.25
C -0.20969 3.17856 -0.74949 0.11 -0.10 0.27
C -0.17433 1.66317 -0.57600 0.28 0.11 -0.48
N -3.37745 -1.46272 0.35129 0.25 0.03 0.10
C -3.76995 -1.23756 1.72532 0.02 0.10 0.19
C -2.21793 -2.31413 0.19264 -0.24 0.01 0.03
C -0.89746 -1.70842 0.68535 0.05 -0.26 -0.30
O -0.77031 -1.23071 1.79528 -0.03 0.03 0.25
N 0.10948 -1.78156 -0.23156 0.01 -0.31 -0.28
C 1.41059 -1.29058 -0.11540 0.37 0.10 0.15
C 2.15266 -1.12610 -1.28504 -0.12 -0.01 0.15
C 3.44703 -0.64960 -1.23756 0.06 0.02 0.11
C 4.01198 -0.33520 -0.01130 -0.17 -0.04 0.02
Cl 5.63301 0.26712 0.05438 0.21 0.08 0.01
C 3.29098 -0.49951 1.15972 0.13 0.03 -0.22
C 1.99497 -0.97810 1.10998 -0.15 -0.06 0.08
H -4.38830 0.10712 -2.46348 -0.02 0.06 -0.18
H -5.12207 -1.23682 -1.56644 -0.09 0.02 0.08
H -3.57808 -1.45441 -2.40519 0.03 -0.05 -0.06
H -4.03922 0.46330 -0.09020 0.10 -0.09 0.04
H -2.93671 1.32752 1.29861 0.10 -0.07 0.02
H -1.25669 1.45744 1.82660 -0.10 -0.04 -0.01
H -2.38721 3.66694 1.87479 -0.06 0.01 0.01
H -2.78551 3.51788 0.15770 -0.08 0.02 0.00
H -0.76487 4.91705 0.41088 0.05 0.02 0.07
H 0.02618 3.63792 1.33885 0.06 0.03 0.06
H 0.78848 3.53112 -1.01136 0.02 0.01 -0.06
H -0.88743 3.43121 -1.56747 0.01 0.01 -0.08
H 0.11846 1.17192 -1.50488 0.02 0.04 0.22
H 0.54167 1.39427 0.20966 -0.01 -0.02 -0.03
H -3.01105 -0.73353 2.33303 -0.11 -0.02 0.02
H -4.69215 -0.65775 1.74013 -0.08 -0.01 0.02
H -3.97419 -2.20916 2.17778 -0.03 0.01 0.11
H -2.39720 -3.22230 0.77870 0.12 0.03 -0.08
H -2.14178 -2.58978 -0.86065 0.07 -0.09 0.04
H -0.16603 -1.98713 -1.18398 -0.12 0.08 0.25
H 1.70297 -1.36472 -2.23765 -0.06 -0.02 -0.13
H 4.01579 -0.52057 -2.14477 0.06 0.02 -0.07
H 3.74120 -0.25612 2.10918 0.06 0.02 0.07
H 1.43013 -1.10258 2.01843 -0.01 0.00 0.01
```
Forces are in eV/Å.

Calculated values
relative energy (zero: lowest compared OMol25 entry of this formula, charge and spin): 10.0 kJ/mol
Kohn-Sham gap: 9.1 eV
E_tot: -1437.1733 Ha

Here are the Mulliken charges for atoms 1 to 5, given in e: -1.818, -0.212, 0.658, -0.694, 0.666

---

(3)
Density functional theory data (ωB97M-V/def2-TZVPD) for 12 unconnected molecules or ions with the total composition C34H70O12 at a distorted geometry.

```
116
Properties=species:S:1:pos:R:3:forces:R:3
C 25.82302 -15.52809 -12.77608 0.81 1.36 0.43
C 26.38712 -14.14977 -13.30622 -1.90 -0.53 1.82
C 26.71693 -14.10713 -14.76999 0.81 2.03 0.15
O 26.49573 -13.19245 -12.52275 0.09 -1.84 -1.94
H 26.14118 -15.58713 -11.73521 0.50 -0.33 -0.05
H 26.17225 -16.36320 -13.38331 -0.09 0.04 0.15
H 24.74352 -15.54394 -12.62597 -0.18 0.27 -0.75
H 25.97084 -14.28400 -15.54470 -0.30 -0.79 0.59
H 27.63550 -14.67032 -14.93477 -0.32 -0.28 -0.20
H 26.95699 -13.05466 -14.92090 0.43 0.09 -0.28
C 24.79246 -8.16485 -17.91863 0.47 1.10 -0.78
C 25.71766 -8.80790 -16.94120 1.57 -2.93 1.03
C 25.40061 -8.66371 -15.45383 -0.37 1.10 -0.16
O 26.67028 -9.55341 -17.20058 -1.42 1.68 -0.52
H 23.83876 -8.68399 -18.01371 -0.02 0.07 0.37
H 25.18191 -8.00859 -18.92462 0.39 -0.75 -0.02
H 24.66314 -7.12844 -17.60682 -0.62 -0.02 0.41
H 26.28898 -8.28319 -14.94975 0.08 0.07 -0.06
H 25.13362 -9.57077 -14.91155 0.01 -0.25 -0.55
H 24.59889 -7.93513 -15.33332 -0.06 0.00 0.30
C 32.34175 -15.76752 -20.65710 0.13 -0.58 1.44
C 32.47923 -15.33151 -19.17409 2.98 -1.07 0.79
C 31.72486 -14.15775 -18.73625 -1.09 0.67 -0.12
O 33.25503 -15.90285 -18.37660 -1.78 0.79 -2.04
H 33.19120 -16.41690 -20.86884 -0.09 0.11 -0.21
H 32.20784 -14.97939 -21.39807 0.15 0.12 0.33
H 31.44360 -16.38505 -20.66530 -0.15 -0.13 -0.24
H 31.46636 -13.56096 -19.61096 -0.11 0.26 0.24
H 32.19107 -13.54402 -17.96548 0.24 -0.22 -0.20
H 30.79423 -14.54138 -18.31811 -0.34 0.08 0.05
C 34.71354 -8.26155 -14.56940 0.78 0.17 -0.49
C 34.84814 -7.95544 -16.06801 0.98 0.25 -1.00
C 33.62011 -8.30702 -16.87376 -0.32 0.36 0.80
O 35.84872 -7.56558 -16.67125 -1.23 -0.51 1.64
H 33.89989 -7.67514 -14.14253 0.01 0.02 -0.01
H 35.63873 -8.10746 -14.01408 -0.02 0.27 -0.15
H 34.46505 -9.31613 -14.45023 -0.25 -0.09 -0.13
H 33.44220 -7.60371 -17.68726 0.35 -0.36 -0.22
H 32.73691 -8.27556 -16.23574 -0.05 -0.14 0.04
H 33.77265 -9.34473 -17.17043 -0.26 0.13 -0.38
C 34.01307 -14.45827 -14.99608 -0.45 1.33 0.76
C 34.86190 -14.12345 -13.71584 -0.66 -0.61 -0.92
C 34.75468 -12.70331 -13.10427 -0.30 -1.14 -1.55
O 35.40357 -15.07652 -13.22547 0.73 0.35 0.74
H 33.27327 -15.16039 -14.61157 0.11 -0.26 -0.30
H 34.49650 -14.84894 -15.89148 0.46 -0.27 0.50
H 33.44500 -13.59458 -15.34168 0.00 0.15 0.05
H 34.63638 -12.08147 -13.99164 0.36 0.54 0.16
H 35.57419 -12.39536 -12.45491 -0.25 -0.23 -0.02
H 33.75972 -12.67487 -12.66002 0.06 0.10 0.54
C 34.65887 -10.14578 -20.17555 0.14 -1.44 1.65
C 34.32778 -11.05208 -18.94716 -1.43 0.48 -0.90
C 35.43889 -11.66538 -18.17344 0.74 -0.10 0.46
O 33.17608 -11.20650 -18.59497 -0.01 -0.05 -0.05
H 35.22229 -9.32943 -19.72364 0.15 0.25 -0.47
H 33.76610 -9.81421 -20.70577 0.15 -0.11 0.22
H 35.30342 -10.78486 -20.77906 0.18 0.46 -0.40
H 36.23081 -10.91825 -18.12089 0.37 -0.30 0.10
H 35.81482 -12.61010 -18.56622 0.15 0.23 -0.71
H 35.15142 -11.98466 -17.17168 -0.41 0.51 0.08
C 29.46791 -13.13206 -11.34115 0.08 -0.49 1.51
C 29.94293 -11.72540 -11.54824 0.35 0.03 -1.13
C 28.86849 -10.68056 -11.41787 -0.03 1.18 0.25
O 31.09396 -11.46702 -11.91687 -1.64 -0.25 0.67
H 30.15601 -13.59742 -10.63542 0.71 -0.48 -0.69
H 29.30179 -13.67725 -12.27028 0.38 0.03 0.13
H 28.56861 -13.22447 -10.73220 -0.46 0.56 -0.54
H 27.92805 -10.96328 -10.94487 0.32 -0.48 0.01
H 28.58880 -10.29440 -12.39805 0.12 -0.21 -0.33
H 29.25235 -9.80481 -10.89459 0.07 -0.13 0.17
C 30.30440 -15.07419 -14.65049 -0.62 -1.20 -0.04
C 29.96420 -16.58446 -14.91554 -2.64 2.24 -0.39
C 30.84608 -17.31032 -15.90340 -0.85 0.42 1.23
O 28.92068 -16.99798 -14.43130 1.18 -0.50 -0.33
H 30.46878 -14.57927 -15.60764 0.90 -0.01 0.14
H 31.08046 -15.06036 -13.88523 0.42 0.51 -0.43
H 29.44202 -14.52895 -14.26691 0.00 -0.47 0.30
H 31.49466 -16.53615 -16.31340 0.66 -0.82 -0.02
H 30.30910 -17.86950 -16.66961 -0.17 0.20 0.14
H 31.21504 -18.02998 -15.17260 1.26 -0.30 -0.60
C 33.21235 -8.89061 -10.56520 0.32 1.04 -0.07
C 31.77778 -8.30087 -10.42195 0.30 -3.11 0.65
C 30.98734 -8.10251 -11.72129 -1.39 0.96 0.84
O 31.25916 -8.34227 -9.30300 0.61 0.90 -2.21
H 33.31416 -9.96893 -10.68754 -0.97 -0.20 0.37
H 33.78866 -8.60414 -9.68548 -0.02 -0.05 0.01
H 33.75880 -8.56425 -11.45005 -0.17 0.61 -0.11
H 30.77764 -8.98406 -12.32710 1.09 -0.32 0.15
H 31.27252 -7.26411 -12.35678 0.50 -0.08 0.08
H 29.97564 -7.87599 -11.38476 -0.12 0.46 0.10
C 29.95451 -9.62422 -15.75093 -0.17 0.55 0.05
C 30.12784 -11.13359 -15.68077 -1.61 -0.81 -0.66
C 31.51608 -11.63693 -15.57291 1.14 -0.17 0.12
O 29.18616 -11.90344 -15.81281 0.56 0.76 0.35
H 29.06182 -9.26152 -16.26046 -0.18 -0.74 -0.25
H 30.80087 -9.13410 -16.23213 0.12 -0.18 0.07
H 29.84571 -9.15952 -14.77097 0.34 -0.33 0.39
H 31.86194 -11.76461 -14.54715 -0.09 0.85 0.40
H 32.11929 -10.92631 -16.13793 0.54 -0.24 0.26
H 31.72053 -12.65097 -15.91647 -0.74 0.13 -0.65
C 29.00778 -6.53608 -15.35199 -0.17 1.10 -0.19
C 28.85496 -5.07029 -14.95998 2.22 1.31 1.21
C 27.46795 -4.41223 -15.17320 1.08 -0.30 -0.01
O 29.85777 -4.45954 -14.50672 -3.25 -1.43 -1.32
H 28.44342 -7.17743 -14.67504 0.11 -0.04 0.05
H 30.07381 -6.76201 -15.37734 -0.21 -0.18 0.13
H 28.57669 -6.63422 -16.34830 -0.01 -0.31 -0.11
H 27.26625 -4.35371 -16.24278 0.21 0.10 -0.18
H 27.45825 -3.40531 -14.75591 -0.09 -0.21 0.08
H 26.66360 -5.04518 -14.79838 0.09 0.04 0.36
C 29.13546 -7.98354 -19.42959 0.82 1.34 0.61
O 28.77897 -7.46812 -20.67609 -0.83 -0.09 -1.50
H 29.50622 -7.16975 -18.80638 0.68 0.20 0.13
H 28.36796 -8.38018 -18.76497 -0.38 -0.87 -0.74
H 29.97137 -8.62190 -19.71566 -0.26 -0.51 0.86
H 28.30739 -6.63272 -20.71243 -0.01 -0.09 0.66
```
Forces are in eV/Å.

Calculated values
relative energy (zero: lowest compared OMol25 entry of this formula, charge and spin): 346.8 kJ/mol
Kohn-Sham gap: 9.5 eV
E_tot: -2240.1982 Ha

Here are the Mulliken charges for atoms 1 to 5, given in e: -1.145, 0.883, -0.692, -0.579, 0.327